# 1
One molecule with the formula C4H7NO. Source: the OMol25 dataset; level of theory: ωB97M-V/def2-TZVPD.

XYZ file:
```
13
C4H7NO ωB97M-V/def2-TZVPD
C -0.351 -0.369 1.627
N 0.048 -0.269 0.210
C 0.837 -1.218 -0.237
C -0.420 0.842 -0.424
C -0.094 1.198 -1.767
O -0.503 2.207 -2.328
H -0.279 -1.407 1.953
H -1.379 -0.022 1.729
H 0.315 0.261 2.220
H 1.220 -1.175 -1.246
H 1.103 -2.028 0.426
H -1.072 1.484 0.151
H 0.575 0.498 -2.316
```

Properties
Relative energy (zero: lowest compared OMol25 entry of this formula, charge and spin) ... 66.92 kcal per mole
LUMO energy (spin up / spin down) ... 0.107 / 0.106 eV
HOMO energy (spin up / spin down) ... -7.62 / -7.62 eV
Gap between HOMO and LUMO (spin up / spin down) ... 0.2838 / 0.2838 hartree

Results of the Mulliken charge analysis, in e, for atoms 1 through 8: number 1, C, carries -0.964; number 2, N, carries 0.092; number 3, C, carries -0.300; number 4, C, carries 0.130; number 5, C, carries -0.263; number 6, O, carries -0.550; number 7, H, carries 0.325; number 8, H, carries 0.347

=====

# 2
C6H36NO12 as an isolated structure at a distorted geometry. Source: the OMol25 dataset; level of theory: ωB97M-V/def2-TZVPD.

XYZ file:
```
55
C6H36NO12 ωB97M-V/def2-TZVPD
C 2.968 -2.080 -1.321
N 2.167 -1.713 -0.121
C 1.236 -0.546 -0.151
C 0.494 -0.252 1.131
C 1.591 -0.174 2.277
C 0.879 -0.507 3.560
C 0.220 -0.935 -1.351
O -0.856 0.105 -1.186
H 3.709 -2.617 -1.002
H 2.538 -2.933 -1.838
H 3.350 -1.335 -2.041
H 1.710 -2.536 0.156
H 1.835 0.366 -0.263
H -0.191 -0.957 1.622
H -0.044 0.669 0.947
H 2.370 -0.968 2.110
H 2.080 0.770 2.445
H 0.004 0.221 3.721
H 1.591 -0.328 4.397
H 0.644 -1.602 3.584
H -0.269 -1.925 -1.090
H 0.630 -0.859 -2.333
H -2.084 -2.945 0.274
H -1.570 -3.842 -0.756
O -1.273 -3.562 -0.012
H -0.199 2.572 4.306
H -1.080 1.302 3.870
O -1.108 2.264 4.202
H 3.918 1.498 -1.915
H 4.448 0.219 -1.383
O 4.406 0.781 -2.165
H -3.656 0.385 -2.751
H -1.709 -0.078 -1.629
O -3.265 0.313 -1.889
H -2.118 2.781 2.511
H -2.427 2.608 1.098
O -2.171 3.336 1.671
H 2.215 4.081 0.140
H 1.460 4.275 1.469
O 2.351 4.037 1.153
H -3.135 -0.761 -1.642
H -4.098 -2.203 -1.491
O -3.260 -1.969 -1.270
H 0.014 3.936 -1.329
H 0.789 3.874 -2.604
O 0.898 3.989 -1.686
H -0.999 1.490 -2.161
H -1.640 2.326 -3.239
O -0.884 2.161 -2.677
H -0.385 -2.379 2.371
H -1.708 -2.964 2.808
O -0.801 -2.834 3.099
H -1.140 -2.799 -3.099
H -2.397 -2.863 -1.986
O -1.782 -3.310 -2.652
```

Properties
Relative energy (zero: lowest compared OMol25 entry of this formula, charge and spin) ... 121.02 kcal per mole
LUMO energy (spin up / spin down) ... -0.367 / -4.905 eV
HOMO energy (spin up / spin down) ... -9.21 / -9.19 eV
Multiplicity ... 2
Gap between HOMO and LUMO (spin up / spin down) ... 0.3249 / 0.1576 hartree

Results of the Mulliken charge analysis, in e, for atoms 1 through 8: number 1, C, carries -1.248; number 2, N, carries -0.071; number 3, C, carries 0.505; number 4, C, carries -1.372; number 5, C, carries -0.099; number 6, C, carries -1.059; number 7, C, carries -0.451; number 8, O, carries -0.747

=====

# 3
A 10-piece molecular cluster, C37H64O22S2 overall at a distorted geometry. Source: the OMol25 dataset; level of theory: ωB97M-V/def2-TZVPD.

XYZ file:
```
125
C37H64O22S2 ωB97M-V/def2-TZVPD
C 1.440 0.027 4.843
C 0.238 0.285 5.708
C -0.718 1.319 5.054
O -1.961 0.630 4.947
C -1.818 -0.616 5.384
O -2.739 -1.377 5.496
O -0.573 -0.908 5.777
H 2.024 0.929 4.663
H 1.163 -0.426 3.893
H 2.091 -0.670 5.379
H 0.424 0.663 6.712
H -0.383 1.689 4.085
H -0.782 2.203 5.689
C 1.190 -3.755 -2.056
C 2.028 -3.304 -3.239
C 2.515 -4.426 -4.171
O 2.072 -3.972 -5.441
C 1.341 -2.851 -5.361
O 0.797 -2.322 -6.272
O 1.288 -2.427 -4.084
H 0.355 -4.389 -2.369
H 0.777 -2.921 -1.495
H 1.786 -4.400 -1.407
H 2.941 -2.850 -2.845
H 2.030 -5.388 -4.001
H 3.604 -4.391 -4.188
C 2.048 1.228 -6.028
C 2.896 1.312 -4.774
C 2.187 0.850 -3.479
O 3.208 0.090 -2.855
C 4.104 -0.344 -3.760
O 4.943 -1.162 -3.530
O 3.944 0.329 -4.900
H 1.751 0.212 -6.298
H 2.647 1.636 -6.842
H 1.088 1.736 -5.918
H 3.378 2.281 -4.623
H 1.332 0.245 -3.788
H 1.911 1.683 -2.841
C -5.011 0.018 3.554
C -5.577 1.423 3.663
C -5.235 2.138 4.959
O -4.484 3.288 4.543
C -4.308 3.269 3.199
O -3.679 4.071 2.574
O -5.002 2.265 2.663
H -5.206 -0.366 2.547
H -5.584 -0.678 4.169
H -3.942 -0.040 3.719
H -6.652 1.417 3.476
H -4.679 1.482 5.632
H -6.081 2.517 5.533
C -2.207 -2.292 -3.646
C -2.371 -0.925 -4.259
C -1.279 0.072 -3.933
O -0.994 0.706 -5.165
C -1.569 0.002 -6.179
O -1.476 0.292 -7.325
O -2.321 -1.007 -5.708
H -1.419 -2.906 -4.077
H -3.145 -2.833 -3.804
H -2.098 -2.250 -2.560
H -3.386 -0.555 -4.089
H -0.384 -0.447 -3.572
H -1.542 0.812 -3.176
O 0.656 2.387 2.430
S 1.168 3.463 1.572
O 2.180 4.307 2.159
C 1.832 2.857 -0.041
C 0.818 3.305 -1.102
C 0.197 4.625 -0.632
C -0.227 4.396 0.843
H 2.038 1.792 0.037
H 2.796 3.354 -0.134
H 1.366 3.414 -2.040
H -0.036 2.653 -1.299
H -0.721 4.842 -1.175
H 0.844 5.505 -0.598
H -1.026 3.664 0.688
H -0.548 5.256 1.418
O 3.922 1.201 1.909
S 4.052 -0.212 1.611
O 2.924 -1.109 1.880
C 4.679 -0.588 -0.068
C 5.844 -1.532 0.118
C 6.561 -1.088 1.390
C 5.521 -0.894 2.504
H 5.010 0.394 -0.408
H 3.842 -1.018 -0.607
H 5.496 -2.560 0.263
H 6.449 -1.565 -0.787
H 6.959 -0.101 1.137
H 7.319 -1.769 1.768
H 5.782 -0.127 3.228
H 5.197 -1.819 2.973
C -2.166 -4.861 4.506
C -2.174 -4.431 3.066
C -1.502 -3.120 2.665
O -2.752 -5.033 2.193
H -1.185 -5.160 4.871
H -2.859 -5.706 4.515
H -2.570 -4.091 5.165
H -0.732 -2.750 3.348
H -2.236 -2.349 2.440
H -0.913 -3.313 1.764
C -0.922 0.399 1.589
C -0.769 -0.424 0.338
C 0.543 -0.267 -0.389
O -1.717 -0.918 -0.240
H 0.013 0.447 2.154
H -1.716 -0.008 2.212
H -1.047 1.440 1.283
H 1.235 -1.025 -0.001
H 1.006 0.710 -0.271
H 0.386 -0.512 -1.439
C -3.712 1.835 -0.054
C -2.923 2.396 -1.196
C -3.723 2.517 -2.496
O -1.779 2.791 -1.138
H -3.177 2.000 0.875
H -3.884 0.763 -0.172
H -4.701 2.291 -0.019
H -4.298 1.589 -2.602
H -3.052 2.558 -3.352
H -4.502 3.276 -2.454
```

Properties
LUMO energy ... 0.225 eV
HOMO energy ... -9.42 eV
SMILES string ... C[C@H]1COC(=O)O1.C[C@H]1COC(=O)O1.C[C@H]1COC(=O)O1.C[C@H]1COC(=O)O1.C[C@H]1COC(=O)O1.O=S1(=O)CCCC1.O=S1(=O)CCCC1.CC(C)=O.CC(C)=O.CC(C)=O
Gap between HOMO and LUMO ... 0.3544 hartree

Results of the Mulliken charge analysis, in e, for atoms 1 through 8: number 1, C, carries -1.172; number 2, C, carries 0.290; number 3, C, carries 0.255; number 4, O, carries -0.011; number 5, C, carries 0.484; number 6, O, carries -0.559; number 7, O, carries -0.376; number 8, H, carries 0.373

=====

# 4
C11H39BN10O9Pd as an isolated structure at a distorted geometry. Source: the OMol25 dataset; level of theory: ωB97M-V/def2-TZVPD.

XYZ file:
```
71
C11H39BN10O9Pd ωB97M-V/def2-TZVPD
N 4.150 -3.410 -3.091
H 4.867 -3.362 -2.382
H 3.918 -4.364 -3.328
H 4.496 -2.954 -3.923
H 3.354 -2.993 -2.629
Pd -3.299 -2.519 0.775
B -4.062 -5.897 -1.610
H -4.460 -6.648 -2.274
H -4.829 -5.168 -1.396
H -3.774 -6.363 -0.680
H -3.196 -5.369 -1.979
C 0.738 -0.137 1.143
O 0.685 -1.141 0.351
O -0.270 -0.057 1.868
O 1.672 0.635 1.229
C -2.952 1.635 -6.169
O -3.670 0.991 -5.090
C -3.132 0.730 -3.866
C -3.972 1.249 -2.763
N -4.863 0.363 -1.980
C -5.537 1.207 -1.052
C -6.647 0.582 -0.375
O -5.956 -0.374 0.359
C -6.608 -0.824 1.590
H -3.546 1.832 -7.061
H -2.035 1.098 -6.410
H -2.516 2.576 -5.833
H -2.101 1.082 -3.824
H -2.994 -0.349 -3.791
H -4.643 1.823 -3.402
H -3.296 1.861 -2.165
H -5.597 0.045 -2.597
H -5.948 2.173 -1.347
H -4.767 1.425 -0.312
H -7.417 0.171 -1.028
H -7.227 1.326 0.171
H -6.603 0.023 2.276
H -5.912 -1.626 1.834
H -7.565 -1.301 1.379
C 0.718 6.496 3.248
O 0.506 7.658 3.513
N 1.892 5.924 3.261
N -0.164 5.767 2.680
H 2.753 6.343 3.583
H 1.989 4.937 3.071
H -1.015 6.216 2.374
H -0.033 4.766 2.715
C 8.764 -1.150 1.899
O 8.266 -1.896 1.011
N 8.140 -0.463 2.814
N 10.099 -0.935 1.895
H 7.180 -0.253 2.579
H 8.731 0.347 2.929
H 10.611 -1.395 1.156
H 10.510 -0.500 2.708
C 4.815 4.458 -2.522
O 5.325 5.076 -3.388
N 3.563 4.491 -2.251
N 5.184 3.350 -2.071
H 3.197 5.385 -2.545
H 3.263 3.930 -1.467
H 4.512 3.093 -1.362
H 6.038 2.828 -2.203
C -0.339 -5.222 5.388
O -1.330 -4.997 4.660
N 0.614 -4.352 5.659
N -0.184 -6.266 6.146
H 0.614 -3.432 5.243
H 1.413 -4.630 6.211
H -0.827 -7.009 5.911
H 0.708 -6.535 6.535
```

Properties
Relative energy (zero: lowest compared OMol25 entry of this formula, charge and spin) ... 235.65 kcal per mole
LUMO energy (spin up / spin down) ... -2.416 / -2.984 eV
HOMO energy (spin up / spin down) ... -7.19 / -7.16 eV
Multiplicity ... 3
Gap between HOMO and LUMO (spin up / spin down) ... 0.1756 / 0.1535 hartree

Results of the Mulliken charge analysis, in e, for atoms 1 through 8: number 1, N, carries -0.504; number 2, H, carries 0.371; number 3, H, carries 0.383; number 4, H, carries 0.376; number 5, H, carries 0.372; number 6, Pd, carries 0.859; number 7, B, carries -0.126; number 8, H, carries -0.170